Entry 1:
Entry from OMol25: a cluster of 2 separate species, C2H4ClN in total (wB97M-V/def2-TZVPD).

```
! RIJCOSX wB97M-V def2-TZVPD def2/J DEFGRID3
* xyz 0 1
C -0.49 0.43 -0.37
C 0.72 -0.20 0.22
N 0.81 1.02 -0.53
Cl 1.66 0.06 -2.89
H -0.76 0.02 -1.31
H -1.21 0.85 0.21
H 0.85 -0.12 1.29
H 1.12 -1.01 -0.41
*
```

relative energy (zero: lowest compared OMol25 entry of this formula, charge and spin)	4.571	eV
highest occupied orbital energy (alpha / beta)	-0.377 / -0.377	hartree
LUMO level (alpha / beta)	-0.1205 / -0.1205	hartree
frontier orbital gap (alpha / beta)	6.972 / 6.971	eV

---

Entry 2:
Entry from OMol25: a cluster of 2 separate species, H3NOP2 in total (wB97M-V/def2-TZVPD).

```
! RIJCOSX wB97M-V def2-TZVPD def2/J DEFGRID3
* xyz 0 1
N -1.47 0.30 0.67
O -2.40 0.67 1.34
P 0.51 -0.94 -1.07
P 0.09 0.21 0.72
H -0.33 -0.20 -1.90
H 1.63 -0.17 -1.39
H 1.98 0.13 1.63
*
```

relative energy (zero: lowest compared OMol25 entry of this formula, charge and spin)	2.572	eV
highest occupied orbital energy (alpha / beta)	-0.335 / -0.328	hartree
LUMO level (alpha / beta)	-0.0372 / -0.0305	hartree
frontier orbital gap (alpha / beta)	8.102 / 8.095	eV

---

Entry 3:
Entry from OMol25: a structure of composition C44H43IN5OPSV (wB97M-V/def2-TZVPD).

```
! RIJCOSX wB97M-V def2-TZVPD def2/J DEFGRID3
* xyz 1 3
V -0.48 -0.34 -0.21
C 2.24 -4.51 -3.97
C 2.57 -3.03 -3.92
N 2.56 -2.48 -2.56
C 1.46 -2.17 -1.87
S 1.62 -1.75 -0.20
N 0.30 -2.24 -2.50
N -0.75 -1.81 -1.69
C -1.91 -2.15 -2.13
C -2.16 -3.01 -3.32
C -3.05 -1.58 -1.38
C -4.35 -1.96 -1.67
C -5.39 -1.40 -0.96
C -5.10 -0.47 0.02
C -3.78 -0.13 0.24
N -2.75 -0.67 -0.43
H 2.11 -4.84 -5.00
H 3.03 -5.11 -3.51
H 1.31 -4.71 -3.43
H 3.56 -2.84 -4.32
H 1.86 -2.46 -4.51
H 3.42 -2.48 -2.03
H -1.23 -3.29 -3.79
H -2.71 -3.91 -3.03
H -2.78 -2.47 -4.05
H -4.53 -2.69 -2.45
H -6.42 -1.69 -1.17
H -5.88 0.01 0.60
H -3.52 0.61 0.98
C -2.63 -4.44 1.55
C -1.40 -3.56 1.31
C -0.11 -4.28 1.70
C -1.60 -2.23 2.03
C -1.46 -2.30 3.55
O -0.20 -1.64 3.81
C 0.18 -1.00 2.70
N -0.56 -1.21 1.67
C 1.39 -0.14 2.91
C 1.97 -0.30 4.18
C 3.03 0.47 4.61
C 3.53 1.46 3.78
C 2.98 1.62 2.52
C 1.93 0.83 2.04
P 1.45 1.18 0.28
C 1.37 3.04 0.33
C 1.78 3.82 -0.75
C 1.69 5.21 -0.71
C 1.21 5.85 0.42
C 0.81 5.08 1.51
C 0.89 3.70 1.46
C 3.05 0.91 -0.65
C 3.06 1.07 -2.03
C 4.21 0.83 -2.78
C 5.37 0.41 -2.16
C 5.37 0.22 -0.79
C 4.22 0.46 -0.04
H -2.55 -5.36 0.98
H -3.55 -3.93 1.24
H -2.73 -4.72 2.60
H -1.34 -3.33 0.24
H -0.11 -4.58 2.75
H 0.77 -3.65 1.51
H 0.01 -5.18 1.10
H -2.57 -1.83 1.76
H -1.39 -3.31 3.93
H -2.23 -1.76 4.09
H 1.57 -1.05 4.84
H 3.45 0.31 5.59
H 4.35 2.09 4.10
H 3.39 2.39 1.87
H 2.17 3.37 -1.65
H 2.02 5.79 -1.57
H 1.16 6.93 0.46
H 0.43 5.56 2.40
H 0.57 3.13 2.32
H 2.17 1.38 -2.55
H 4.18 0.97 -3.86
H 6.27 0.23 -2.74
H 6.27 -0.12 -0.28
H 4.26 0.26 1.02
I -0.67 1.17 -2.69
C -1.60 2.75 -1.69
C -1.98 3.81 -2.45
C -2.63 4.90 -1.83
C -2.88 4.85 -0.49
C -2.48 3.75 0.30
C -2.75 3.76 1.69
C -2.34 2.72 2.46
C -1.64 1.64 1.87
C -1.34 1.52 0.53
C -1.79 2.64 -0.28
H -1.79 3.82 -3.52
H -2.94 5.75 -2.43
H -3.38 5.68 0.00
H -3.28 4.61 2.11
H -2.53 2.72 3.53
H -1.34 0.86 2.56
*
```

relative energy (zero: lowest compared OMol25 entry of this formula, charge and spin)	0.258	eV
highest occupied orbital energy (alpha / beta)	-0.369 / -0.370	hartree
LUMO level (alpha / beta)	-0.1014 / -0.1098	hartree
<S²>	2.036
frontier orbital gap (alpha / beta)	7.278 / 7.088	eV

---

Entry 4:
Entry from OMol25: a cluster of 22 separate species, C58H82N25O5PS in total (wB97M-V/def2-TZVPD).

```
! RIJCOSX wB97M-V def2-TZVPD def2/J DEFGRID3
* xyz 0 1
C -2.57 0.32 -1.14
C -2.18 -0.54 -2.37
C -0.87 -1.37 -2.18
C -0.42 -1.71 -0.74
C -1.48 -2.41 0.18
S -2.76 -3.41 -0.67
C -4.29 -2.55 -0.30
N -4.96 -2.51 0.86
N -6.05 -1.76 0.73
C -6.09 -1.27 -0.53
O -5.00 -1.76 -1.14
O -0.73 -2.54 -3.04
C 0.66 -2.65 -3.26
O 1.15 -3.61 -3.72
O 1.29 -1.49 -2.81
C 0.22 -0.50 -2.93
P 0.08 -0.40 -4.83
O 1.45 -0.54 -5.45
C 0.53 0.88 -2.37
C -0.29 2.07 -2.69
C 0.04 3.28 -2.08
N 1.13 3.47 -1.17
C 1.91 2.31 -0.93
C 1.68 1.06 -1.47
H -1.73 0.90 -0.72
H -3.33 1.07 -1.43
H -3.00 -0.26 -0.30
H -2.99 -1.27 -2.57
H -2.14 0.14 -3.25
H -0.19 -0.73 -0.26
H 0.51 -2.30 -0.69
H -1.99 -1.72 0.87
H -0.91 -3.13 0.82
H -6.84 -0.61 -0.97
H -0.75 -1.44 -5.35
H -0.51 0.85 -5.17
H -1.15 2.00 -3.36
H -0.59 4.15 -2.30
H 2.77 2.42 -0.23
H 2.33 0.21 -1.23
C 5.70 3.54 1.52
C 5.21 2.50 0.60
N 4.83 1.67 -0.10
H 5.95 3.09 2.48
H 6.59 4.02 1.11
H 4.93 4.29 1.67
C 4.04 0.91 -5.85
C 4.63 2.15 -6.38
N 5.09 3.12 -6.79
H 4.64 0.05 -6.15
H 4.00 0.95 -4.76
H 3.03 0.78 -6.24
C -8.18 -2.44 -3.82
C -7.75 -1.05 -3.59
N -7.41 0.04 -3.42
H -8.22 -2.98 -2.87
H -9.17 -2.45 -4.28
H -7.48 -2.94 -4.48
C -2.98 -2.41 3.58
C -2.36 -1.17 3.09
N -1.87 -0.20 2.70
H -2.35 -3.27 3.34
H -3.12 -2.36 4.66
H -3.95 -2.54 3.10
C -8.66 -0.77 2.45
C -9.42 0.49 2.52
N -10.01 1.47 2.57
H -7.84 -0.68 1.74
H -8.25 -1.01 3.43
H -9.31 -1.58 2.13
C 4.80 -1.57 -8.84
C 6.22 -1.45 -8.45
N 7.33 -1.36 -8.15
H 4.19 -1.73 -7.95
H 4.48 -0.65 -9.33
H 4.67 -2.40 -9.53
C 2.21 7.22 -0.89
C 1.87 5.80 -0.98
N 1.61 4.67 -1.06
H 3.28 7.33 -0.72
H 1.93 7.73 -1.81
H 1.67 7.67 -0.05
C 2.53 8.72 3.39
C 3.17 7.69 2.55
N 3.65 6.85 1.92
H 2.87 9.71 3.07
H 1.45 8.67 3.29
H 2.81 8.57 4.43
C -1.05 -5.58 5.64
C -2.44 -5.12 5.81
N -3.53 -4.76 5.95
H -1.00 -6.31 4.84
H -0.41 -4.74 5.40
H -0.71 -6.04 6.56
C 8.09 5.17 -6.23
C 8.47 6.57 -5.93
N 8.77 7.65 -5.69
H 8.03 4.60 -5.31
H 7.12 5.16 -6.72
H 8.83 4.72 -6.89
C 6.34 7.22 5.40
C 5.04 7.71 5.86
N 4.02 8.09 6.24
H 6.20 6.56 4.54
H 6.97 8.07 5.10
H 6.84 6.68 6.20
C -7.06 -6.02 -5.78
C -8.40 -5.52 -5.45
N -9.45 -5.12 -5.19
H -7.13 -6.77 -6.57
H -6.43 -5.20 -6.12
H -6.61 -6.48 -4.90
C -10.87 -1.48 -7.13
C -9.64 -2.28 -7.29
N -8.69 -2.91 -7.41
H -11.54 -1.97 -6.43
H -10.62 -0.49 -6.76
H -11.37 -1.39 -8.10
C 2.67 -3.62 5.72
C 2.22 -4.69 4.81
N 1.90 -5.53 4.08
H 2.90 -4.04 6.70
H 3.56 -3.16 5.32
H 1.90 -2.87 5.82
C -7.06 1.50 -6.54
C -6.47 2.69 -7.17
N -6.00 3.62 -7.66
H -6.48 0.61 -6.81
H -7.06 1.61 -5.46
H -8.08 1.37 -6.89
C 4.59 -0.61 3.21
C 3.74 -0.75 4.40
N 3.05 -0.86 5.31
H 4.84 -1.59 2.81
H 4.07 -0.03 2.45
H 5.52 -0.09 3.48
C 4.92 9.13 9.96
C 6.03 8.24 9.55
N 6.89 7.56 9.21
H 3.97 8.62 9.80
H 5.02 9.37 11.02
H 4.94 10.04 9.38
C 2.37 5.07 5.11
C 3.57 4.28 4.78
N 4.51 3.68 4.52
H 1.75 4.52 5.81
H 2.66 6.02 5.56
H 1.80 5.27 4.20
C -1.85 -7.93 9.39
C -1.04 -7.91 8.16
N -0.42 -7.90 7.19
H -2.82 -7.47 9.21
H -2.00 -8.96 9.72
H -1.34 -7.38 10.18
C 3.34 -8.47 5.71
C 4.71 -8.35 6.24
N 5.78 -8.26 6.65
H 2.64 -8.63 6.53
H 3.07 -7.55 5.18
H 3.27 -9.31 5.02
C -6.83 -4.84 6.97
C -7.74 -4.99 8.12
N -8.45 -5.11 9.02
H -6.53 -5.82 6.60
H -7.33 -4.29 6.17
H -5.94 -4.29 7.27
C 9.59 -0.62 -10.69
C 11.05 -0.42 -10.70
N 12.19 -0.26 -10.70
H 9.09 0.29 -11.01
H 9.33 -1.43 -11.38
H 9.26 -0.88 -9.69
*
```

highest occupied orbital energy	-0.206	hartree
LUMO level	-0.0093	hartree
frontier orbital gap	5.350	eV